(1)
Density functional theory data (ωB97M-V/def2-TZVPD) for a 2-piece molecular cluster, C5H14 overall at a distorted geometry.

Molecular weight: 74.17 g mol⁻¹
Kohn-Sham gap: 12.34 eV
ΔE to the lowest compared entry with this formula, charge and spin: 13.1 kcal per mole
Highest occupied orbital energy: -11.18 eV
SMILES: CCC.CC
Largest force on an atom: 1.71 eV Å⁻¹
LUMO level: 1.157 eV

ORCA input file:
```
! RIJCOSX wB97M-V def2-TZVPD def2/J DEFGRID3
* xyz 0 1
C 0.33940 -2.04462 0.32675
C 0.78901 -2.11595 1.78706
H 0.49113 -1.14011 -0.25419
H 0.81982 -2.81108 -0.28795
H -0.71497 -2.30028 0.19609
H 1.87287 -2.04506 1.74237
H 0.57410 -3.11493 2.16126
H 0.26741 -1.40129 2.42040
C -0.51962 2.16178 -0.98061
C -1.18015 0.83560 -1.41729
C 0.48081 1.89224 0.14737
H 0.02408 2.52001 -1.85366
H -1.35279 2.75264 -0.60278
H -1.04851 0.03357 -0.69616
H -0.74929 0.44926 -2.34292
H 0.98653 2.81607 0.43175
H -0.04346 1.57337 1.04628
H -2.25603 0.75040 -1.59534
H 1.21967 1.18839 -0.22841
*
```

=====

(2)
Density functional theory data (ωB97M-V/def2-TZVPD) for C19H27AsCrN3O2S3 as an isolated structure at a distorted geometry.

Molecular weight: 552.56 g mol⁻¹
Kohn-Sham gap (alpha / beta): 6.87 / 7.10 eV
Highest occupied orbital energy (alpha / beta): -13.58 / -13.59 eV
Largest force on an atom: 1.45 eV Å⁻¹
LUMO level (alpha / beta): -6.711 / -6.482 eV

ORCA input file:
```
! RIJCOSX wB97M-V def2-TZVPD def2/J DEFGRID3
* xyz 2 2
Cr -0.16467 0.02042 -0.16638
C 2.12476 -0.93796 4.52209
S 3.00743 -1.44966 3.03630
C 1.99356 -0.90277 1.74568
S 0.47909 -0.07358 2.06421
N 2.47965 -1.16563 0.56715
N 1.65691 -0.70078 -0.43173
C 2.04240 -0.84701 -1.64299
C 1.14389 -0.32406 -2.67593
C 1.43155 -0.35308 -4.02510
C 0.53046 0.22448 -4.90830
C -0.62138 0.81485 -4.41450
C -0.84700 0.79926 -3.04917
N 0.01064 0.23513 -2.19670
H 2.71577 -1.33160 5.34720
H 1.12831 -1.36916 4.56421
H 2.07783 0.14635 4.59557
H 2.99241 -1.32211 -1.86397
H 2.34719 -0.81304 -4.37228
H 0.72994 0.21803 -5.97186
H -1.33924 1.28220 -5.07338
H -1.73319 1.24390 -2.61563
C -1.19264 -4.12466 1.16553
As -2.00458 -2.65237 0.29282
C -3.16690 -3.24512 -1.08419
C -2.98448 -1.58176 1.52586
O -0.75049 -1.74583 -0.43354
H -1.96354 -4.80923 1.51581
H -0.60387 -3.75567 2.00268
H -0.54595 -4.62292 0.44670
H -3.89788 -3.93575 -0.66672
H -2.57549 -3.74561 -1.84749
H -3.67432 -2.38310 -1.51167
H -3.81344 -2.15637 1.93686
H -3.37464 -0.71758 0.99019
H -2.31651 -1.26391 2.32320
C 1.72996 3.36356 5.90396
C 1.09939 3.32845 4.54103
C -0.24963 2.98651 4.39440
C -0.85617 2.97692 3.15555
C -0.10034 3.32256 2.03665
C 1.24398 3.66382 2.15379
C 1.83528 3.66041 3.40598
S -0.70503 3.26385 0.40427
C -2.37958 3.81593 0.54354
O -0.89118 1.76511 0.02268
H 1.29288 2.61558 6.56447
H 1.56856 4.33935 6.36724
H 2.80518 3.20218 5.84943
H -0.83073 2.73018 5.27194
H -1.89825 2.69732 3.07675
H 1.82071 3.93440 1.27702
H 2.87937 3.93062 3.50434
H -2.92012 3.22170 1.27580
H -2.82582 3.71760 -0.44419
H -2.34550 4.86617 0.83554
*
```

=====

(3)
Density functional theory data (ωB97M-V/def2-TZVPD) for one molecule with the formula C4H4N2.

Molecular weight: 80.09 g mol⁻¹
Kohn-Sham gap: 10.72 eV
ΔE to the lowest compared entry with this formula, charge and spin: 4.7 kcal per mole
Highest occupied orbital energy: -9.95 eV
SMILES: c1cncnc1
Largest force on an atom: 0.58 eV Å⁻¹
LUMO level: 0.774 eV

ORCA input file:
```
! RIJCOSX wB97M-V def2-TZVPD def2/J DEFGRID3
* xyz 0 1
C 0.84329 -0.51719 0.54569
C -0.20072 -1.22945 -0.03083
N -1.23376 -0.62108 -0.61706
C -1.17632 0.70634 -0.62356
N -0.10585 1.45825 -0.39040
C 0.91218 0.82539 0.19621
H 1.53055 -0.96824 1.25566
H -0.23894 -2.31535 0.00141
H -2.11834 1.23164 -0.75630
H 1.78792 1.42969 0.41917
*
```

=====

(4)
Density functional theory data (ωB97M-V/def2-TZVPD) for a 2-piece molecular cluster, C10H15FNO2 overall at a distorted geometry.

Molecular weight: 200.23 g mol⁻¹
Kohn-Sham gap: 9.09 eV
ΔE to the lowest compared entry with this formula, charge and spin: 0.0 kcal per mole
Highest occupied orbital energy: -11.87 eV
Largest force on an atom: 3.68 eV Å⁻¹
LUMO level: -2.772 eV

ORCA input file:
```
! RIJCOSX wB97M-V def2-TZVPD def2/J DEFGRID3
* xyz 1 1
C 1.78711 0.43039 1.31093
C 1.25562 -0.73505 -0.72074
C 3.13442 0.24268 1.08108
C 2.60100 -0.94609 -0.95297
C 0.82233 -0.04233 0.41393
C 3.52881 -0.45108 -0.05211
C -1.27665 2.40866 0.15698
C -1.40657 0.67761 -1.52156
C -0.59062 0.14606 0.76926
C -1.66864 -1.74551 0.67996
N -1.47902 0.96550 -0.07785
O -2.93561 -1.29206 0.54188
O -1.22218 -2.46098 -0.37170
F 4.82866 -0.65377 -0.27829
H 1.47580 0.96352 2.19714
H 0.55104 -1.13921 -1.42679
H 3.87868 0.61989 1.76379
H 2.93522 -1.49261 -1.82063
H -0.25914 2.67657 -0.12498
H -1.97563 2.98978 -0.44207
H -1.42671 2.65044 1.20671
H -2.20070 1.20706 -2.03874
H -0.45049 1.00571 -1.91510
H -1.51985 -0.38582 -1.70283
H -0.73488 0.42217 1.80735
H -1.43211 -2.10006 1.67889
H -2.43063 0.70316 0.23303
H -3.34236 -1.67602 -0.24925
H -0.44692 -2.98859 -0.14533
*
```

=====

(5)
Density functional theory data (ωB97M-V/def2-TZVPD) for C18H23CaI2N6O2S2Se2Te2 as an isolated structure.

Molecular weight: 1126.56 g mol⁻¹
Kohn-Sham gap: 5.72 eV
ΔE to the lowest compared entry with this formula, charge and spin: 0.0 kcal per mole
Highest occupied orbital energy: -3.76 eV
Largest force on an atom: 0.52 eV Å⁻¹
LUMO level: 1.965 eV

ORCA input file:
```
! RIJCOSX wB97M-V def2-TZVPD def2/J DEFGRID3
* xyz -1 1
Ca -0.18649 -0.07680 1.17158
I -4.54848 -2.86991 -4.58453
C -3.10325 -2.60017 -3.09339
C -1.76102 -2.56399 -3.43839
C -0.82563 -2.34932 -2.44371
I 1.20416 -2.21178 -2.93931
C -1.16725 -2.15229 -1.08341
O -0.29516 -1.92093 -0.16698
C -2.56222 -2.18837 -0.78483
C -2.97939 -1.90826 0.63518
N -2.63720 -0.54394 1.05912
C -3.35095 0.50155 0.34208
C -2.65967 0.84801 -0.95743
C -3.38025 1.04399 -2.12792
C -2.69878 1.30880 -3.30302
C -1.31664 1.38297 -3.26845
C -0.67706 1.19128 -2.05629
N -1.32648 0.92956 -0.91944
C -3.49832 -2.41400 -1.77612
H -1.44591 -2.69016 -4.46492
H -2.45674 -2.58817 1.31301
H -4.05866 -2.09239 0.72878
H -2.81421 -0.40999 2.06131
H -3.36546 1.38411 0.98952
H -4.39259 0.22377 0.13144
H -4.45802 0.94681 -2.11869
H -3.23979 1.43523 -4.23255
H -0.73511 1.56881 -4.16068
H 0.40274 1.24309 -1.98432
H -4.55188 -2.42312 -1.52084
Se 2.72104 -0.88763 3.66733
Te 0.41870 -1.89564 3.85360
Te -1.09869 -0.18688 5.32519
Se -2.37524 1.25829 3.73300
C 4.50949 -2.56696 0.14567
C 4.45665 -1.19246 -0.40292
N 5.38769 -0.57955 -1.06079
N 4.84336 0.65042 -1.32008
C 3.59929 0.82456 -0.84013
S 2.65096 2.19107 -0.95362
N 3.34864 -0.38727 -0.25878
N 2.19472 -0.75547 0.41654
H 5.49307 -2.98758 -0.04728
H 3.74872 -3.19300 -0.32473
H 4.31683 -2.55078 1.22061
H 5.36232 1.35018 -1.81771
H 2.45289 -0.95193 1.40609
H 1.77509 -1.56259 -0.04785
C 1.59040 2.72564 4.24067
S 1.80504 2.53031 2.47728
C 1.65427 4.25755 2.02807
O 0.49486 1.93212 2.03754
H 0.60683 3.16501 4.41033
H 2.39712 3.34098 4.64102
H 1.63708 1.72318 4.66412
H 2.51397 4.79396 2.43060
H 0.71762 4.64451 2.42824
H 1.66300 4.30558 0.94122
*
```

=====

(6)
Density functional theory data (ωB97M-V/def2-TZVPD) for a 2-piece molecular cluster, C6H7NO7S overall at a distorted geometry.

Molecular weight: 237.19 g mol⁻¹
Kohn-Sham gap: 7.48 eV
ΔE to the lowest compared entry with this formula, charge and spin: 44.8 kcal per mole
Highest occupied orbital energy: -2.03 eV
Largest force on an atom: 5.96 eV Å⁻¹
LUMO level: 5.446 eV

ORCA input file:
```
! RIJCOSX wB97M-V def2-TZVPD def2/J DEFGRID3
* xyz -2 1
C 0.50053 3.66345 1.71361
C 1.93855 3.22093 -1.84373
C -0.44912 -1.36683 -0.01455
C -0.23079 0.86986 0.63527
C 1.36089 0.68925 0.84552
C 2.26196 2.00775 -0.98088
N 1.10980 3.94690 2.70171
O 0.69572 3.05783 -1.94549
O 0.84361 0.05997 -2.34377
O 2.65475 4.15552 -2.10661
O 3.03041 -0.48138 -1.44187
O 2.91165 1.06115 -3.37402
O -0.94126 -0.26500 0.81179
O 2.10703 1.78098 0.27945
S 2.24094 0.60477 -2.17367
H 0.30491 -1.95778 0.54005
H -0.19489 -0.83597 -0.93600
H -1.41943 -2.02955 -0.08908
H -0.35752 1.24125 -0.37903
H -0.36585 1.65757 1.40949
H 1.67077 -0.29425 0.43957
H 1.76058 0.67613 1.90873
*
```